C40H30ClN5O2P2Se3Sr as an isolated structure. Source: the OMol25 dataset; level of theory: ωB97M-V with the def2-TZVPD basis set.

XYZ file:
```
84
C40H30ClN5O2P2Se3Sr ωB97M-V with the def2-TZVPD basis set
Sr -0.2416 -0.2484 -0.2152
O -3.2918 1.3766 2.6567
C -2.3846 1.2144 1.8434
O -1.8394 0.1173 1.5064
C -1.8208 2.4855 1.1755
C -2.5524 3.6617 1.3096
C -2.0172 4.8263 0.7955
C -0.7862 4.7706 0.1541
C -0.1682 3.5424 0.0143
N -0.6711 2.4111 0.5079
H -3.5016 3.6167 1.8212
H -2.5550 5.7641 0.8723
H -0.3295 5.6557 -0.2698
H 0.7702 3.4541 -0.5240
Se -0.0372 -5.1791 4.4488
P 1.8859 -4.5919 3.8138
C 2.9691 -4.3727 5.2586
C 3.5675 -3.1814 5.6194
C 4.3682 -3.0974 6.7532
C 4.5697 -4.2189 7.5374
C 3.9620 -5.4228 7.1883
C 3.1648 -5.4995 6.0620
C 2.7758 -5.8694 2.8670
C 4.1616 -5.9717 2.9267
C 4.8235 -6.9091 2.1457
C 4.1022 -7.7355 1.2968
C 2.7199 -7.6258 1.2280
C 2.0560 -6.6980 2.0136
C 1.8785 -3.2168 2.6360
C 1.8712 -1.8197 2.5140
N 1.5279 -1.5622 1.2338
N 1.3387 -2.7104 0.6098
N 1.5436 -3.7138 1.4245
P 2.1956 -0.3576 3.4996
Se 1.7427 1.4429 2.5130
C 3.9688 -0.4241 3.9195
C 4.5173 0.4554 4.8513
C 5.8783 0.4361 5.1156
C 6.7084 -0.4428 4.4322
C 6.1736 -1.2875 3.4708
C 4.8110 -1.2785 3.2126
C 1.1613 -0.6098 4.9723
C 1.5791 -0.5664 6.2977
C 0.6540 -0.7008 7.3233
C -0.6918 -0.8631 7.0304
C -1.1154 -0.8969 5.7096
C -0.1950 -0.7756 4.6830
H 3.4177 -2.3038 5.0183
H 4.8298 -2.1507 7.0077
H 5.1928 -4.1617 8.4218
H 4.1083 -6.3030 7.8021
H 2.6768 -6.4307 5.8006
H 4.7297 -5.3179 3.5781
H 5.9029 -6.9858 2.1952
H 4.6191 -8.4578 0.6764
H 2.1562 -8.2460 0.5436
H 0.9813 -6.5888 1.9533
H 3.8880 1.1872 5.3400
H 6.2929 1.1203 5.8458
H 7.7716 -0.4569 4.6381
H 6.8157 -1.9626 2.9192
H 4.3950 -1.9510 2.4726
H 2.6253 -0.4634 6.5483
H 0.9912 -0.6836 8.3525
H -1.4118 -0.9652 7.8330
H -2.1630 -1.0095 5.4655
H -0.5452 -0.7768 3.6556
Se -0.7532 -2.5378 -2.4026
C 0.3352 -4.0073 -2.3495
N 1.0073 -4.9514 -2.3816
Cl -5.9310 4.5226 -1.1559
C -4.5771 3.4831 -1.5950
C -3.4369 4.0343 -2.1554
C -2.3640 3.2257 -2.4752
C -2.3664 1.8229 -2.2587
C -1.2462 0.9893 -2.5510
C -3.5654 1.3133 -1.6878
C -4.6394 2.1164 -1.3618
H -3.3888 5.1028 -2.3336
H -1.4826 3.6768 -2.9201
H -0.4819 1.4591 -3.1721
H -1.4962 -0.0060 -2.9121
H -3.6335 0.2482 -1.4891
H -5.5231 1.6850 -0.9079
```

Values from the calculation:
LUMO energy: 3.54 eV
DFT total energy: -281493.050 eV
net charge: -2
multiplicity: 1

***

C40H32BrN6O6W as an isolated structure. Source: the OMol25 dataset; level of theory: ωB97M-V with the def2-TZVPD basis set.

XYZ file:
```
86
C40H32BrN6O6W ωB97M-V with the def2-TZVPD basis set
W -0.4282 -0.6728 -0.9124
C 0.0312 -0.4578 -5.1664
C -0.1632 -1.2653 -3.9255
O -0.4065 -0.5803 -2.8412
C -0.1461 -2.6193 -3.8695
C -0.4225 -3.3259 -2.6756
C -0.4523 -4.8203 -2.7634
N -0.6541 -2.7441 -1.5142
N -0.9229 -3.6868 -0.5107
C -0.6277 -3.1805 0.6375
O -0.2554 -1.9392 0.7447
C -0.7442 -3.9714 1.8761
C -1.0734 -5.3243 1.8142
C -1.2072 -6.0537 2.9820
C -1.0127 -5.4385 4.2127
C -0.6815 -4.0928 4.2757
C -0.5458 -3.3561 3.1093
H 0.3105 0.5614 -4.9093
H -0.8952 -0.4284 -5.7432
H 0.8008 -0.9014 -5.7961
H 0.0516 -3.1883 -4.7646
H -0.2772 -5.1401 -3.7868
H -1.4050 -5.2072 -2.4051
H 0.3142 -5.2394 -2.1103
H -1.2217 -5.7909 0.8499
H -1.4612 -7.1043 2.9356
H -1.1152 -6.0125 5.1243
H -0.5249 -3.6160 5.2342
H -0.2771 -2.3087 3.1525
Br -3.6967 -2.2755 -2.0507
C -3.5212 -1.6641 -0.2866
C -4.5899 -1.8961 0.5766
C -4.5179 -1.4337 1.8710
C -3.3829 -0.7405 2.2785
C -2.3680 -0.5626 1.3752
N -2.4230 -1.0245 0.1045
C -1.1208 0.1937 1.7558
O -0.9377 0.6006 2.8674
O -0.3117 0.4279 0.7308
H -5.4521 -2.4328 0.2108
H -5.3370 -1.6067 2.5554
H -3.2622 -0.3400 3.2746
C 0.8119 3.5751 4.4992
O 1.2972 4.5791 3.6172
C 2.3187 4.2547 2.7968
C 2.9026 2.9907 2.7351
C 3.9278 2.7487 1.8326
C 4.3816 3.7613 0.9991
C 3.8466 5.0433 1.1192
C 2.8053 5.2853 1.9884
N 5.4287 3.6255 0.0287
N 5.4940 2.6649 -0.7478
C 4.4493 1.6775 -0.7986
C 4.7611 0.3711 -0.5366
C 3.7765 -0.6393 -0.5463
C 2.4880 -0.2931 -0.8404
O 1.4464 -1.1378 -0.8671
C 2.1554 1.0322 -1.1610
N 0.8375 1.2356 -1.4381
C 0.4909 2.4322 -1.8727
C 1.4103 3.4851 -2.0024
C 2.7169 3.3078 -1.6433
C 3.1308 2.0362 -1.1994
H 0.0012 4.0360 5.0552
H 1.5919 3.2577 5.1952
H 0.4363 2.7095 3.9498
H 2.5662 2.1896 3.3769
H 4.3730 1.7638 1.7994
H 4.2569 5.8400 0.5114
H 2.3672 6.2697 2.0816
H 5.7833 0.1212 -0.2836
H 4.0300 -1.6655 -0.3193
H -0.5429 2.5914 -2.1354
H 1.0550 4.4359 -2.3726
H 3.4291 4.1178 -1.7230
C -3.8904 2.8922 -2.0461
C -3.2277 2.9242 -0.8284
C -2.2781 1.9620 -0.5159
C -1.9481 0.9327 -1.4058
C -2.6270 0.9226 -2.6263
C -3.5834 1.8841 -2.9409
H -4.6252 3.6465 -2.2945
H -3.4366 3.7101 -0.1135
H -1.7598 2.0831 0.4231
H -2.4301 0.1639 -3.3673
H -4.0837 1.8350 -3.9001
```

Values from the calculation:
LUMO energy: -4.31 eV
energy relative to the best compared isomer or geometry (same formula, charge and spin): 0.000 eV
DFT total energy: -135088.389 eV
net charge: +1
multiplicity: 1

***

C40H32MnN6O8S as an isolated structure. Source: the OMol25 dataset; level of theory: ωB97M-V with the def2-TZVPD basis set.

XYZ file:
```
88
C40H32MnN6O8S ωB97M-V with the def2-TZVPD basis set
Mn 0.1369 -0.0634 0.2733
O 0.5733 -1.5127 7.1522
C 1.4172 -1.8313 6.2927
O 2.5105 -2.4182 6.4208
C 1.0870 -1.3774 4.8478
C -0.0977 -0.7234 4.5500
C -0.3490 -0.3023 3.2504
N 0.5226 -0.5173 2.2616
C 1.6713 -1.1416 2.5399
C 1.9871 -1.5845 3.8142
C 2.5897 -1.2592 1.3893
C 3.6663 -2.1413 1.3584
C 4.4584 -2.1827 0.2266
C 4.1647 -1.3444 -0.8401
C 3.0723 -0.5022 -0.7285
N 2.3070 -0.4579 0.3560
C -1.5534 0.4634 2.8527
C -2.6003 0.7488 3.7266
C -3.6715 1.4812 3.2546
C -3.6682 1.9194 1.9367
C -2.5836 1.5911 1.1415
N -1.5563 0.8832 1.5909
H -0.7856 -0.5457 5.3641
H 2.9247 -2.0680 4.0512
H 3.8543 -2.7986 2.1950
H 5.2905 -2.8741 0.1708
H 4.7548 -1.3528 -1.7464
H 2.7759 0.1568 -1.5366
H -2.5825 0.3876 4.7444
H -4.5064 1.7054 3.9080
H -4.4898 2.4927 1.5281
H -2.5326 1.8822 0.0991
O 0.6461 1.9347 0.3061
C 0.4045 2.8139 -0.5902
C 0.4950 4.2000 -0.2618
C 0.2546 5.1939 -1.1801
C -0.0844 4.8890 -2.5043
C -0.1677 3.5572 -2.8590
C 0.0571 2.5174 -1.9504
C -0.0081 1.1607 -2.4564
N 0.0779 0.1053 -1.7407
N 0.0518 -1.1024 -2.4243
C 0.1180 -2.0971 -1.5655
O 0.2553 -2.0061 -0.3050
C -0.0070 -3.4747 -2.1334
C -0.3274 -4.5179 -1.2705
C -0.4787 -5.8082 -1.7601
C -0.3026 -6.0680 -3.1124
C 0.0224 -5.0283 -3.9762
C 0.1658 -3.7373 -3.4906
H 0.7584 4.4352 0.7627
H 0.3296 6.2317 -0.8700
H -0.2728 5.6718 -3.2280
H -0.4180 3.2888 -3.8822
H -0.1130 1.0244 -3.5341
H -0.4638 -4.2849 -0.2216
H -0.7377 -6.6135 -1.0831
H -0.4188 -7.0760 -3.4933
H 0.1626 -5.2264 -5.0329
H 0.4109 -2.9142 -4.1459
C -1.2950 -0.1189 -6.1345
C -2.5426 -0.4522 -5.3691
C -3.5864 0.4589 -5.2754
C -4.7485 0.1458 -4.5846
C -4.8732 -1.1009 -4.0030
C -3.8292 -2.0163 -4.0598
C -2.6670 -1.6856 -4.7287
S -6.3842 -1.5634 -3.2008
O -6.9479 -2.7046 -3.8771
O -7.1670 -0.3652 -3.0819
N -5.9313 -2.0902 -1.7403
C -4.9641 -1.3355 -0.9143
C -4.0502 -2.2985 -0.1847
C -2.7599 -1.6149 0.3359
O -2.3473 -1.9692 1.4481
O -2.2600 -0.7780 -0.4663
H -1.3869 0.8444 -6.6381
H -1.0838 -0.8820 -6.8868
H -0.4347 -0.0724 -5.4683
H -3.4885 1.4313 -5.7441
H -5.5627 0.8536 -4.5009
H -3.9184 -2.9783 -3.5702
H -1.8408 -2.3865 -4.7425
H -5.7914 -3.0898 -1.7507
H -5.5227 -0.7197 -0.2069
H -4.3512 -0.6792 -1.5330
H -3.7286 -3.0846 -0.8806
H -4.5539 -2.7843 0.6529
```

Values from the calculation:
LUMO energy (spin up / spin down): 3.99 / 3.99 eV
⟨S²⟩: 1.07
energy relative to the best compared isomer or geometry (same formula, charge and spin): 0.182 eV
DFT total energy: -109480.175 eV
net charge: -2
multiplicity: 2

***

C40H34Br2F5N5O4PdSTe as an isolated structure at a distorted geometry. Source: the OMol25 dataset; level of theory: ωB97M-V with the def2-TZVPD basis set.

XYZ file:
```
93
C40H34Br2F5N5O4PdSTe ωB97M-V with the def2-TZVPD basis set
Pd 0.7495 2.2103 0.4600
N -0.5612 -5.8252 4.2146
C -0.0103 -4.7646 3.5343
C 1.0336 -4.0203 4.1017
C 1.5524 -2.9245 3.4475
C 1.0444 -2.5512 2.2083
C 0.0324 -3.2978 1.6214
C -0.5005 -4.3893 2.2776
S 1.7259 -1.1791 1.3493
O 1.5787 -1.4787 -0.0665
O 3.0453 -0.9324 1.8532
N 0.7563 0.1199 1.5598
C 0.6193 0.6711 2.7975
N 0.8512 0.0066 3.9325
C 0.6148 0.6567 5.0602
C 0.1434 1.9634 5.1059
C -0.0404 2.5817 3.8860
N 0.2030 1.9504 2.7432
H -0.0284 -6.2223 4.9690
H -1.1019 -6.4892 3.6885
H 1.4363 -4.3142 5.0634
H 2.3576 -2.3519 3.8836
H -0.3254 -3.0431 0.6324
H -1.2880 -4.9685 1.8100
H 0.8081 0.1079 5.9761
H -0.0553 2.4657 6.0400
H -0.3963 3.6016 3.8079
Br -2.0234 3.0886 -0.6997
C -1.1746 4.7178 -1.3049
Br 0.7154 4.5397 -1.6020
H -1.3274 5.4537 -0.5271
H -1.6405 4.9930 -2.2417
C -4.2136 -5.4566 -1.0501
C -3.2876 -4.2763 -1.1353
C -3.1541 -3.3919 -0.0749
C -2.3080 -2.2857 -0.1396
C -2.2167 -1.3808 1.0590
C -1.6081 -2.0937 -1.3259
Te -0.3265 -0.3391 -1.5561
N 1.1098 1.2776 -1.4861
C 2.3984 1.0748 -1.1148
O 2.7546 1.7421 -0.1009
C 3.3797 0.2500 -1.8377
C 4.6634 0.1289 -1.3107
C 5.5997 -0.6633 -1.9518
C 5.2591 -1.3417 -3.1142
C 3.9793 -1.2277 -3.6403
C 3.0430 -0.4316 -3.0034
C -1.3194 0.4813 -3.2055
C -0.4891 1.0039 -4.2005
C -1.0239 1.4728 -5.3861
C -2.3988 1.4413 -5.5696
C -3.2238 0.9744 -4.5595
C -2.7142 0.4928 -3.3554
C -3.6870 0.0798 -2.2861
C -1.6713 -2.9781 -2.4060
C -0.8718 -2.7982 -3.6689
C -2.5336 -4.0597 -2.2869
H -4.6312 -5.5633 -0.0505
H -3.6913 -6.3796 -1.3039
H -5.0421 -5.3489 -1.7520
H -3.7171 -3.5659 0.8360
H -2.0059 -1.9695 1.9537
H -3.1626 -0.8594 1.2219
H -1.4180 -0.6402 0.9837
H 4.9048 0.6386 -0.3884
H 6.5942 -0.7613 -1.5383
H 5.9936 -1.9625 -3.6101
H 3.7146 -1.7574 -4.5458
H 2.0517 -0.3418 -3.4283
H 0.5787 1.0636 -4.0382
H -0.3720 1.8650 -6.1547
H -2.8336 1.8049 -6.4913
H -4.2986 0.9994 -4.6933
H -4.6063 0.6563 -2.3846
H -3.2947 0.2525 -1.2835
H -3.9441 -0.9785 -2.3595
H 0.1457 -2.4538 -3.4654
H -1.3437 -2.0775 -4.3407
H -0.7870 -3.7462 -4.1976
H -2.6081 -4.7627 -3.1097
F 3.2319 8.2673 4.0040
C 2.4618 7.3931 3.4017
C 3.0279 6.2115 2.8990
F 4.3267 6.0127 3.0452
C 2.2247 5.3059 2.2709
F 2.7209 4.1895 1.7770
C 0.7981 5.5228 2.1135
O 0.0702 4.6884 1.5567
C 0.2804 6.7641 2.6480
F -1.0110 6.9963 2.5097
C 1.0897 7.6659 3.2739
F 0.6180 8.7992 3.7657
```

Values from the calculation:
LUMO energy (spin up / spin down): -1.97 / -5.09 eV
⟨S²⟩: 8.82
energy relative to the best compared isomer or geometry (same formula, charge and spin): 0.000 eV
DFT total energy: -232941.101 eV
net charge: +1
multiplicity: 6

***

C40H34Cl3FN6O9SSn as an isolated structure at a distorted geometry. Source: the OMol25 dataset; level of theory: ωB97M-V with the def2-TZVPD basis set.

XYZ file:
```
95
C40H34Cl3FN6O9SSn ωB97M-V with the def2-TZVPD basis set
Sn -1.6131 -0.1695 -2.5497
O 1.5072 5.1749 -0.1369
C 0.8783 4.0914 -0.6759
C -0.0555 4.1856 -1.6914
C -0.6522 3.0160 -2.1337
N -0.3276 1.8217 -1.6475
C 0.6110 1.7265 -0.7149
C 1.2150 2.8434 -0.1772
C 0.9819 0.3226 -0.2395
O 1.9564 0.2334 0.5478
O 0.2686 -0.5962 -0.6925
C -1.7511 3.0573 -3.2103
O -1.9890 4.1601 -3.6920
O -2.3052 1.9401 -3.4322
H 1.1586 5.9742 -0.5485
H -0.3686 5.1212 -2.1391
H 1.8912 2.7254 0.6501
F 3.7885 3.0927 -2.8962
C 3.5702 1.7736 -2.6789
C 2.5888 1.1243 -3.3640
C 2.3599 -0.2425 -3.1372
C 1.0987 -0.8463 -3.5298
O 0.1646 -0.0971 -3.9408
C 0.9824 -2.2443 -3.3224
C 1.9654 -2.9011 -2.6545
N 3.0351 -2.2996 -2.0907
C 3.8660 -3.0284 -1.1607
C 3.7388 -2.7117 0.3048
C 3.2183 -4.0100 -0.2341
C 3.2371 -0.9501 -2.3066
C 4.1833 -0.2444 -1.5604
C 4.2895 1.1275 -1.6591
N 4.8871 1.8212 -0.6018
C 5.9637 1.2681 0.1732
C 5.4020 0.9765 1.5894
N 4.1410 1.7738 1.7367
C 4.3895 3.1933 1.3054
C 4.5684 3.1788 -0.2321
C -0.3043 -3.0338 -3.5032
O -0.2167 -4.2348 -3.7355
O -1.3595 -2.3527 -3.2932
H 1.9315 1.6628 -4.0350
H 1.8520 -3.9615 -2.4809
H 4.8455 -3.2750 -1.5530
H 2.9975 -1.9624 0.5656
H 4.6472 -2.7266 0.8953
H 2.1435 -4.1157 -0.2796
H 3.7602 -4.9228 -0.0332
H 4.6915 -0.7568 -0.7620
H 6.8100 1.9607 0.2153
H 6.3160 0.3405 -0.2656
H 6.0776 1.2690 2.3916
H 5.1272 -0.0702 1.7103
H 3.7928 1.7285 2.6916
H 3.4089 1.3447 1.1157
H 5.2787 3.5293 1.8370
H 3.5408 3.8048 1.6036
H 5.3312 3.9044 -0.5343
H 3.6294 3.4660 -0.6896
Cl 0.0304 -3.1618 3.1597
C -1.5636 -2.6120 2.7423
C -1.8405 -2.2310 1.4436
C -3.1100 -1.7677 1.1451
C -4.1164 -1.6677 2.1084
C -5.4773 -1.0965 1.7766
C -6.2642 -1.9532 0.7758
N -5.5748 -2.1594 -0.4775
C -4.9489 -3.3218 -0.8718
C -4.2104 -3.0000 -1.9728
N -4.3674 -1.6653 -2.2619
C -5.1975 -1.1996 -1.3631
O -5.4829 0.2516 1.2868
C -4.3274 1.0629 1.4159
C -3.9606 1.3054 2.8517
C -2.6967 1.3974 3.3424
Cl -1.2343 1.2887 2.4479
S -2.6515 1.6302 5.0426
C -4.3630 1.6206 5.1215
C -4.9231 1.4425 3.8984
C -3.7975 -2.1041 3.3953
Cl -4.9831 -2.1195 4.6758
C -2.5346 -2.5664 3.7256
H -1.0769 -2.2629 0.6798
H -3.3066 -1.4600 0.1277
H -6.0766 -1.0925 2.6870
H -7.2252 -1.4697 0.5942
H -6.4563 -2.9294 1.2211
H -5.0767 -4.2426 -0.3283
H -3.5511 -3.6193 -2.5593
H -5.5369 -0.1798 -1.2800
H -4.6028 2.0007 0.9302
H -3.4722 0.6587 0.8723
H -4.8622 1.7361 6.0701
H -5.9890 1.3920 3.7247
H -2.3175 -2.8856 4.7345
```

Values from the calculation:
LUMO energy: -0.72 eV
energy relative to the best compared isomer or geometry (same formula, charge and spin): 0.000 eV
DFT total energy: -126352.833 eV
net charge: 0
multiplicity: 1